ORCA calculation (ωB97M-V/def2-TZVPD) on C22H25BrFeNO as an isolated structure at a distorted geometry.

Properties
Gap between HOMO and LUMO (alpha / beta): 0.2992 / 0.2236 Eh
Strongest force on any atom: 0.0599 hartree/bohr
LUMO (alpha / beta): 0.38 / -1.59 eV
Multiplicity: 6
Electronic energy: -4820.9235 a.u.
E_HOMO (alpha / beta): -7.765 / -7.680 eV

Structure (XYZ):
```
51
Properties=species:S:1:pos:R:3:forces:R:3:mulliken_spin:R:1
C 1.88666 0.21815 0.72658 0.0 -0.3 -0.2 0.1404
C 2.08650 -0.50331 -0.46841 -0.1 0.6 0.1 0.0718
C 1.60147 0.28824 -1.54733 0.7 0.4 1.2 0.1968
H 2.54268 -1.49764 -0.53887 -0.5 0.5 0.0 0.0029
C 1.16240 1.56905 -1.00864 0.1 -0.7 0.8 0.0095
C 1.25737 1.46828 0.44668 0.4 0.1 -1.6 0.1137
H 1.02406 2.48538 -1.58081 -0.2 -0.4 0.2 -0.0239
C -1.21679 -1.60753 1.23024 0.1 0.2 -0.4 0.1441
C -0.20231 -2.46442 0.79276 -0.2 -0.6 -0.3 0.0140
C -0.24649 -2.56333 -0.62671 -0.5 0.3 0.4 0.1465
H 0.45956 -3.07369 1.41342 -0.2 0.5 -0.1 0.0020
C -1.27896 -1.72616 -1.09764 -1.0 0.5 1.1 -0.0282
C -1.94311 -1.11312 0.07689 1.6 -1.0 -1.2 0.0629
H 1.55002 -0.02126 -2.58682 0.4 0.2 0.2 -0.0120
H 1.05846 2.27218 1.15393 0.1 -0.3 -0.3 0.0025
H 2.20849 -0.09680 1.72143 -0.3 0.0 -0.4 -0.0051
H -2.94784 -0.72955 0.05058 0.0 0.2 0.2 0.0079
H 0.36855 -3.19561 -1.26922 0.0 0.3 0.3 -0.0033
H -1.43841 -1.30851 2.25087 0.1 -0.2 -0.2 0.0008
Fe -0.73166 0.61713 -0.40922 0.7 -1.1 0.6 3.9050
C -1.73362 -1.49425 -2.53093 -0.1 -0.3 -0.1 0.0197
C -3.27463 -1.52830 -2.58580 0.1 0.1 0.0 0.0055
C -1.19251 -2.57686 -3.49225 -0.1 -0.1 -0.1 0.0029
H -3.64645 -2.39189 -2.01974 0.1 0.2 -0.1 0.0012
H -3.64024 -1.62902 -3.61746 0.1 0.2 0.2 -0.0021
H -3.69062 -0.62425 -2.13074 -0.1 -0.2 -0.1 0.0019
H -1.49963 -3.59268 -3.19554 0.1 0.4 0.0 0.0009
H -0.09770 -2.55969 -3.57568 -0.2 0.0 0.1 -0.0004
H -1.59658 -2.39266 -4.50000 0.1 0.0 0.3 0.0013
C -1.10165 -0.13900 -2.99961 0.8 -0.5 -0.6 -0.0763
C -1.90810 1.11637 -3.11943 0.1 0.0 2.8 -0.0106
H -0.58599 -0.27070 -3.95741 -0.3 -0.2 0.3 0.0311
H -0.22807 0.06091 -2.30395 -1.2 -0.1 -1.0 -0.0013
O -2.47639 1.53853 -2.08790 0.3 -0.7 -3.0 0.0187
N -1.69376 1.80045 -4.31844 -0.7 -0.1 -0.7 0.0028
C -0.45162 2.59750 -4.26449 -0.1 0.5 0.2 0.0036
H -2.52183 2.28140 -4.66214 0.4 0.4 0.4 -0.0008
C 0.86782 1.90057 -4.60270 0.4 0.2 -0.7 -0.0081
C 2.05260 2.55613 -4.21628 0.2 -0.4 0.1 0.0116
H 2.00610 3.52980 -3.71092 -0.1 -0.5 -0.1 0.0006
C 3.30904 1.98039 -4.45564 -0.2 -0.1 -0.2 -0.0032
H 4.22239 2.48902 -4.13011 -0.4 -0.1 -0.1 -0.0005
C 3.40393 0.74945 -5.11993 -0.1 0.2 0.0 0.0019
H 4.38376 0.29727 -5.32300 -0.5 0.2 0.2 -0.0001
C 2.23743 0.13621 -5.58060 -0.4 0.3 -0.1 -0.0021
H 2.28353 -0.80002 -6.13172 0.1 0.2 0.1 0.0000
C 0.98082 0.73034 -5.37673 0.2 0.4 0.5 0.0018
H 0.07251 0.29361 -5.79737 0.3 0.0 0.2 0.0002
H -0.38652 2.95490 -3.21761 0.3 0.3 -0.5 -0.0007
H -0.59091 3.48035 -4.92719 0.1 -0.6 0.5 -0.0002
Br -1.91806 2.21424 0.63263 -0.7 1.3 1.2 0.2527
```
Forces are in eV/Å.


ORCA calculation (ωB97M-V/def2-TZVPD) on C22H25BrI2N3OSiW as an isolated structure at a distorted geometry.

Properties
Gap between HOMO and LUMO (alpha / beta): 0.2443 / 0.2473 Eh
Strongest force on any atom: 0.0554 hartree/bohr
LUMO (alpha / beta): -3.70 / -3.99 eV
Multiplicity: 3
Electronic energy: -4618.7114 a.u.
E_HOMO (alpha / beta): -10.343 / -10.723 eV
Charge: +1

Structure (XYZ):
```
56
Properties=species:S:1:pos:R:3:forces:R:3:mulliken_spin:R:1
W 10.72737 11.27958 7.15849 -0.4 -0.9 -1.7 1.6635
I 16.48674 6.34991 8.29732 0.3 -0.2 0.0 0.0001
C 14.89300 7.47914 7.61205 0.1 -0.4 -0.2 0.0022
C 13.77864 6.81039 7.08278 0.7 0.6 -0.1 -0.0014
C 12.70731 7.57737 6.65909 0.6 -0.5 0.3 0.0010
I 11.09576 6.68332 5.78344 -0.6 -0.3 -0.3 0.0002
C 12.70822 8.93323 6.86813 0.8 1.9 0.8 0.0140
O 11.57419 9.61448 6.59827 -0.6 1.0 0.1 0.0405
C 13.85760 9.63426 7.37026 -0.7 -2.2 -0.7 0.0307
C 13.84593 11.06866 7.70828 0.0 0.4 1.8 0.0076
N 12.86498 11.92947 7.02268 0.9 0.4 -0.9 0.0069
C 13.04899 13.30972 7.50391 1.5 1.1 -0.4 -0.0063
C 11.91168 14.18145 7.04916 -1.7 -1.7 0.6 0.0486
C 11.88094 15.54819 6.96662 -0.1 -0.3 -0.6 -0.0168
C 10.77451 16.23654 6.48960 0.1 0.8 0.4 0.0318
C 9.65587 15.52988 6.11456 -0.1 -1.2 -0.1 -0.0137
C 9.69178 14.15604 6.33668 1.4 -0.2 0.9 0.0350
N 10.74777 13.44560 6.87258 0.1 2.2 -1.2 -0.0474
C 14.98846 8.86377 7.69332 -1.4 0.3 -0.5 -0.0001
H 13.78034 5.73583 6.92189 0.0 0.2 0.2 -0.0002
H 14.83608 11.49784 7.62603 0.4 0.1 -0.4 0.0019
H 13.64516 11.17289 8.80567 -0.2 -0.1 -0.7 -0.0113
H 13.12291 11.90515 6.00637 -0.3 0.1 1.0 -0.0029
H 14.05871 13.70647 7.18294 -1.1 -0.3 0.0 0.0028
H 13.12789 13.33549 8.59267 -0.4 -0.3 0.1 -0.0020
H 12.75720 16.08092 7.20208 1.0 0.6 0.3 0.0004
H 10.82216 17.32894 6.47434 -0.1 -0.4 -0.2 0.0011
H 8.74964 15.91912 5.64913 0.4 0.2 0.3 -0.0002
H 8.85476 13.56577 6.13168 -1.2 -0.7 -0.3 0.0076
H 15.88465 9.38466 7.98855 0.2 -0.2 0.3 -0.0001
Br 10.75529 11.12712 9.55070 0.1 0.2 0.7 0.1352
C 6.97923 12.20244 4.65207 0.2 -0.3 -0.3 0.0024
Si 8.31201 10.89129 5.18748 -1.5 0.3 -0.4 0.0148
C 7.59192 9.13093 4.89234 0.1 1.1 0.5 -0.0016
C 9.86403 11.18683 4.21353 1.0 -1.1 2.4 0.0495
N 8.80992 11.08626 6.87058 -0.3 0.4 0.8 -0.0070
C 7.76729 11.16998 7.88195 0.7 0.3 -0.1 0.0582
C 7.40323 12.38541 8.45631 0.2 0.6 0.0 -0.0136
C 6.40011 12.43571 9.40529 0.5 0.8 -0.1 0.0046
C 5.72593 11.30113 9.76015 -0.8 -0.1 0.2 -0.0033
C 6.09450 10.09165 9.21509 0.1 -1.2 -0.1 0.0016
C 7.16130 10.01669 8.33015 -0.1 -0.7 -0.6 -0.0180
H 6.77756 12.06084 3.57547 0.2 -0.2 0.2 0.0000
H 7.07933 13.29591 4.74784 0.6 -0.4 0.2 0.0002
H 6.03082 11.99367 5.13205 -0.2 -0.3 0.3 -0.0002
H 7.24090 8.96470 3.87040 0.2 0.0 0.1 -0.0003
H 6.73445 9.02539 5.56621 0.0 0.0 -0.2 -0.0003
H 8.30193 8.36565 5.19383 0.2 -0.1 -0.2 -0.0002
H 9.55383 11.04326 3.24015 -0.3 -0.1 -2.4 0.0042
H 10.59689 10.39402 4.44177 -0.2 -0.1 -0.3 -0.0037
H 10.41153 12.09663 4.33783 0.0 1.0 -0.2 -0.0111
H 7.87256 13.34554 8.23958 0.2 -0.4 -0.3 -0.0030
H 6.16144 13.39004 9.87731 0.0 -0.3 -0.2 0.0005
H 4.87521 11.44297 10.40270 -0.1 -0.5 0.3 -0.0001
H 5.59032 9.14041 9.42177 0.0 0.6 0.3 0.0001
H 7.50075 9.05254 7.90989 -0.3 0.6 0.4 -0.0020
```
Forces are in eV/Å.


ORCA calculation (ωB97M-V/def2-TZVPD) on C22H25CdN3O3 as an isolated structure at a distorted geometry.

Properties
Gap between HOMO and LUMO (alpha / beta): 0.1707 / 0.1425 Eh
Strongest force on any atom: 0.0923 hartree/bohr
LUMO (alpha / beta): -6.99 / -6.99 eV
Multiplicity: 1
Energy above the lowest of the compared OMol25 structures with the same formula, charge and spin: 0.0 kcal/mol
Electronic energy: -1410.3836 a.u.
E_HOMO (alpha / beta): -11.631 / -10.866 eV
Charge: +2

Structure (XYZ):
```
54
Properties=species:S:1:pos:R:3:forces:R:3:mulliken_charge:R:1
C -1.89239 6.92836 1.12585 -2.1 -3.6 2.2 -1.3918
C -1.16982 7.72907 0.32278 2.2 2.7 -2.7 0.6680
H -1.47702 6.49648 2.01452 0.0 -0.2 0.6 0.3609
H -2.94913 6.78597 0.92778 -0.2 -0.1 0.2 0.3094
C -0.51840 7.29387 -0.88465 -0.1 1.0 0.3 1.2426
C -0.07441 6.03641 -1.19588 -0.2 0.1 -0.4 -1.2731
H 0.10479 5.25213 -0.47728 -0.4 -0.1 0.3 0.3471
H 0.22826 5.81500 -2.22645 0.1 0.3 0.5 0.2715
C -1.44044 9.18454 0.75871 0.0 -0.1 0.2 -1.2770
H -1.96678 9.09248 1.72591 0.2 0.3 -0.4 0.3954
H -2.13939 9.70368 0.08270 0.4 -0.1 0.0 0.3301
H -0.55909 9.81232 0.95558 -0.1 -0.2 -0.4 0.3436
C -0.29067 8.45329 -1.82543 -0.3 0.1 0.1 -1.2706
H 0.40964 9.11951 -1.31247 -0.1 0.1 -0.3 0.2956
H -1.23487 8.98651 -1.97727 0.2 0.1 0.0 0.2765
H 0.10072 8.19418 -2.80099 0.2 -0.2 -0.1 0.3962
Cd -0.08204 -0.50465 -0.59005 0.3 -0.4 0.3 1.1772
O -0.98479 1.39293 -0.09100 -1.1 0.5 -1.3 -0.9472
C -2.11735 1.86565 -0.40225 2.2 -1.7 -0.3 0.7779
O -1.58117 -0.29412 -2.27815 -0.5 0.7 -0.2 -0.7434
C -2.31021 0.66944 -2.55171 0.5 0.0 -0.3 0.5899
O -2.87061 0.84068 -3.74212 0.2 0.0 1.2 -0.3319
N -2.66008 1.71141 -1.69848 0.7 0.2 0.7 0.3177
C -3.75401 2.01834 -3.71404 -0.5 -0.8 -0.8 -0.3873
C -3.47525 2.72001 -2.41102 0.3 0.4 0.5 -0.4259
H -4.78579 1.65523 -3.76046 0.3 -0.1 -0.1 0.2703
H -3.53530 2.59908 -4.61294 0.0 -0.1 0.3 0.3359
H -4.39261 2.94213 -1.85771 0.2 0.1 -0.2 0.3648
H -2.88349 3.62372 -2.59003 -0.1 -0.1 0.4 0.2862
C -2.92638 2.30299 0.67782 -0.8 0.6 0.8 -0.2306
C -2.52087 2.03338 1.94497 -1.3 0.9 0.1 -0.7644
H -3.89114 2.70881 0.36996 -0.1 -0.4 0.8 0.3524
H -1.50952 1.91044 2.32287 0.0 -0.5 -0.7 0.3124
H -3.26922 2.02099 2.74676 0.2 0.4 -0.4 0.2890
C 4.38472 -1.19515 -0.76662 0.4 0.0 -0.1 -0.6048
C 4.59150 -2.26828 0.10367 -0.4 0.2 0.0 -0.4646
C 3.51055 -2.73160 0.85365 -0.5 0.0 0.2 -0.4811
C 2.24747 -2.14218 0.70394 0.7 0.5 -0.9 0.2612
N 2.05619 -1.13518 -0.19728 0.5 -0.1 0.0 -0.0108
C 3.11382 -0.65319 -0.88824 -0.4 -0.2 0.1 0.0586
C 1.07261 -2.53736 1.50840 -1.4 0.0 0.3 0.5334
C 1.11516 -3.51856 2.50559 0.6 0.1 -0.3 -0.4307
C -0.01140 -3.78810 3.27267 -0.3 0.3 -0.2 -0.5116
C -1.17050 -3.03606 3.04295 0.0 -0.2 0.2 -0.6765
C -1.16644 -2.08104 2.03570 0.2 0.0 -0.3 0.0662
N -0.08846 -1.86355 1.25476 0.2 -0.3 0.5 -0.0403
H 5.20878 -0.77854 -1.35985 -0.4 -0.2 0.3 0.3868
H 5.57047 -2.73752 0.20664 -0.3 0.2 -0.1 0.4598
H 3.62096 -3.55392 1.56585 0.2 0.4 -0.4 0.2917
H 2.90924 0.19262 -1.56005 0.2 -0.5 0.3 0.3682
H 2.05607 -4.06003 2.66287 -0.6 0.2 0.1 0.2705
H 0.01424 -4.56431 4.03910 0.0 0.3 -0.2 0.4596
H -2.07477 -3.19252 3.63837 0.4 0.1 -0.2 0.3880
H -2.05134 -1.45785 1.82978 0.5 -0.5 0.1 0.4090
```
Forces are in eV/Å.


ORCA calculation (ωB97M-V/def2-TZVPD) on one molecule with the formula C22H25Cl2N5O3S2 at a distorted geometry.

Properties
Gap between HOMO and LUMO: 0.2941 Eh
Strongest force on any atom: 0.0230 hartree/bohr
LUMO: -0.15 eV
Multiplicity: 1
Energy above the lowest of the compared OMol25 structures with the same formula, charge and spin: 2.3 kcal/mol
Electronic energy: -3069.6305 a.u.
E_HOMO: -8.148 eV
SMILES string: CCCN(CCC)S(=O)(=O)c1ccc(C(=O)NCc2n[nH]c(=S)n2-c2ccc(Cl)c(Cl)c2)cc1

Structure (XYZ):
```
59
Properties=species:S:1:pos:R:3:forces:R:3:mulliken_charge:R:1
C 6.86088 0.46028 -1.38829 -0.3 0.0 0.0 -1.4633
C 5.36890 0.46085 -1.08173 0.3 -0.1 0.2 0.1734
C 5.07662 -0.21278 0.25718 0.4 0.5 -0.4 -1.3291
N 3.64528 -0.21598 0.52788 -0.5 0.9 0.5 0.6673
S 3.14075 1.06116 1.48626 -0.2 -0.3 -0.2 1.4929
O 3.15100 0.71676 2.88084 -0.2 -0.1 0.0 -0.7575
O 3.86124 2.22833 1.07500 0.1 0.0 -0.3 -0.7411
C 1.43211 1.24186 0.95994 0.4 -0.1 0.1 -0.2012
C 0.41447 1.21202 1.89381 0.1 0.0 0.1 -0.2564
C -0.88937 1.41722 1.47986 -0.1 0.1 -0.2 -0.9213
C -1.17266 1.62138 0.13183 0.3 0.0 0.3 0.3673
C -0.13361 1.66135 -0.79573 0.0 0.0 0.1 -0.4725
C 1.17300 1.48434 -0.37516 0.0 0.0 -0.1 -0.8232
H 2.00059 1.54036 -1.06336 0.1 0.0 -0.2 0.4643
H -0.33213 1.87199 -1.83654 0.0 0.0 -0.1 0.6224
C -2.60315 1.82364 -0.24634 0.2 -0.1 -0.3 0.1110
O -3.41535 2.34469 0.48862 -0.1 0.2 0.2 -0.6311
N -2.94212 1.32896 -1.46460 0.0 0.2 -0.3 -0.0692
H -2.24950 0.85765 -2.02107 0.0 0.0 0.1 0.3234
C -4.29803 1.38808 -1.96705 0.0 0.3 0.0 -0.8352
C -5.33362 1.07680 -0.93570 -0.4 0.2 0.0 0.7067
N -6.47081 1.68721 -0.89892 0.4 0.5 -0.8 -0.7871
N -7.15055 1.14992 0.13463 0.8 -0.6 0.2 0.1042
C -6.42943 0.20205 0.78472 -0.3 0.0 -0.2 0.0401
S -6.89988 -0.69753 2.06580 -0.3 -0.4 0.7 -0.4254
N -5.24421 0.13266 0.06672 -1.0 0.5 -0.1 0.2266
C -4.13452 -0.64849 0.41430 0.6 -0.6 0.2 0.1846
C -3.46478 -1.37052 -0.56673 -0.2 0.0 0.3 -0.3398
C -2.31669 -2.07138 -0.24154 0.1 0.1 0.2 -0.0620
C -1.84668 -2.07352 1.06941 -0.2 0.1 -0.1 0.3793
C -2.55256 -1.39528 2.05245 0.0 -0.1 -0.1 -0.9978
C -3.69023 -0.68156 1.73178 0.0 0.1 -0.2 -0.4217
H -4.22770 -0.13978 2.49221 0.0 0.1 0.0 0.5095
H -2.19523 -1.41905 3.06927 0.1 0.0 0.1 0.4381
Cl -0.39393 -2.90259 1.47352 0.1 -0.1 0.1 -0.1372
Cl -1.47799 -2.93004 -1.47677 0.0 -0.1 -0.2 -0.1631
H -3.83343 -1.39771 -1.57967 0.0 0.0 -0.1 0.6132
H -8.05949 1.49147 0.39926 0.1 -0.1 0.0 0.1918
H -4.38832 0.68873 -2.80281 0.1 0.1 0.1 0.4035
H -4.53589 2.39412 -2.33413 0.0 -0.2 0.0 0.3649
H -1.70406 1.42973 2.18686 0.0 0.0 0.1 0.6389
H 0.66548 1.04154 2.92895 0.0 0.0 0.1 0.5601
C 3.04523 -1.47082 0.92732 -0.2 -0.6 0.1 -1.0488
C 2.84686 -2.41180 -0.26097 -0.1 0.4 0.1 -0.4518
C 1.96805 -1.78777 -1.33591 0.2 -0.2 0.1 -0.4031
H 1.81074 -2.48889 -2.15224 -0.1 0.0 -0.1 0.4887
H 2.43917 -0.89140 -1.72837 0.0 0.1 -0.1 0.0671
H 1.00109 -1.51223 -0.92191 -0.1 0.0 0.0 -0.2853
H 2.38706 -3.33058 0.10725 0.1 -0.1 0.0 0.4543
H 3.81670 -2.67062 -0.68877 0.1 -0.1 0.0 0.3090
H 3.64238 -1.96315 1.70695 -0.1 0.1 0.0 0.1647
H 2.07400 -1.22109 1.36114 0.0 -0.3 0.0 0.4817
H 5.59596 0.32807 1.05548 0.2 -0.2 -0.1 0.4770
H 5.43974 -1.24315 0.25052 -0.1 0.0 0.1 0.4791
H 4.99941 1.48541 -1.03112 -0.1 0.0 -0.1 0.2701
H 4.82736 -0.06498 -1.87092 -0.1 0.0 0.0 0.1633
H 7.40525 0.99553 -0.61447 0.1 0.1 0.1 0.3509
H 7.24362 -0.55732 -1.43726 0.1 -0.1 0.0 0.3408
H 7.05295 0.94580 -2.34169 0.1 0.0 -0.1 0.3944
```
Forces are in eV/Å.